#one
DFT (wB97M-V/def2-TZVPD) results for a molecular structure, C3H6N4O.

Each line ends with the natural charge from an NBO analysis.
Atoms and positions in Å:
C (1.2642, -0.9992, -0.2993)  -0.023
C (1.1920, 0.2497, -0.9753)  -0.272
C (-0.1449, 0.7837, -0.9403)  0.297
H (1.6514, 0.0203, 1.5843)  0.321
H (1.3127, -1.6740, 2.1351)  0.334
H (1.9714, -1.7797, -0.1919)  0.227
H (1.9563, 0.5650, -1.7705)  0.235
H (-1.5947, 1.5034, -1.2247)  0.332
H (-2.2760, 0.9717, 1.0114)  0.460
N (0.6919, -0.6875, 2.1414)  -0.578
N (0.1860, -0.9550, 0.6054)  -0.159
N (-0.6577, 1.5564, -1.8150)  -0.584
N (-0.4920, 0.3034, 0.3146)  -0.068
O (-1.8733, -0.1666, 0.3776)  -0.522

Kohn-Sham gap ... 8.76 eV
Net charge ... 0
HOMO ... -9.033 eV

=====

#two
DFT (wB97M-V/def2-TZVPD) results for a single C3H6N4O molecule.

Each line ends with the natural charge from an NBO analysis.
Atoms and positions in Å:
H (-2.1256, 1.0202, -0.9007)  0.367
N (-1.4193, 1.7788, -0.5095)  -0.652
C (-0.4987, 1.0289, -0.0954)  0.546
N (0.5374, 1.4224, 0.7373)  -0.844
N (-0.2978, -0.4936, -0.1410)  -0.497
C (-1.3094, -1.2417, 0.1400)  0.533
O (-2.4551, -0.7351, 0.4528)  -0.586
C (0.9920, -0.8685, -0.2721)  0.302
N (2.1235, -0.2034, 0.0213)  -0.695
H (3.0044, -0.9014, 0.1615)  0.401
H (0.1701, 2.4583, 0.7974)  0.394
H (1.2911, 1.0511, -0.0239)  0.418
H (-1.0561, -2.2921, -0.0303)  0.135
H (1.0435, -2.0238, -0.3374)  0.176

Kohn-Sham gap ... 9.73 eV
SMILES ... [H]/N=C(/N)N(C=O)/C=N/[H]
Net charge ... 0
HOMO ... -9.755 eV

=====

#three
DFT (wB97M-V/def2-TZVPD) results for a single C3H6N4O molecule.

Each line ends with the natural charge from an NBO analysis.
Atoms and positions in Å:
C (-1.9490, -0.6958, 0.4542)  -0.450
N (-1.6579, 0.4239, -0.5365)  -0.486
N (-0.5528, 1.2137, -0.2516)  -0.314
C (0.5883, 0.5672, -0.2988)  0.392
C (1.8020, 1.1725, 0.1527)  -0.048
N (2.7193, 0.1999, 0.2375)  -0.196
N (2.1156, -0.9502, -0.1384)  -0.146
O (0.8154, -0.7281, -0.6045)  -0.329
H (-2.4976, -0.3894, 1.4034)  0.187
H (-2.6210, -1.4790, 0.0259)  0.205
H (-0.9611, -1.2136, 0.5942)  0.217
H (-2.4164, 1.0840, -0.7010)  0.364
H (1.9513, 2.1749, 0.4993)  0.236
H (2.6638, -1.3800, -0.8364)  0.367

Kohn-Sham gap ... 8.27 eV
SMILES ... CN/N=c1/cn[nH]o1
Net charge ... 0
HOMO ... -7.734 eV

=====

#four
DFT (wB97M-V/def2-TZVPD) results for a single C3H6N4O molecule.

Each line ends with the natural charge from an NBO analysis.
Atoms and positions in Å:
C (-1.9697, -0.8073, 0.3970)  -0.475
N (-1.8733, 0.4555, -0.4827)  -0.438
N (-0.6743, 1.2464, -0.3258)  -0.307
C (0.4037, 0.6124, -0.3025)  0.441
C (1.8579, 1.0960, 0.1208)  0.014
N (2.7423, 0.2643, 0.2515)  -0.253
N (2.1159, -1.0522, -0.0467)  -0.159
O (0.7461, -0.7702, -0.6784)  -0.419
H (-1.2072, -1.6327, 0.0780)  0.236
H (-2.0237, -0.4329, 1.5582)  0.192
H (-2.9172, -1.0878, -0.0490)  0.220
H (-2.4309, 1.0908, 0.3319)  0.357
H (2.4017, 2.2264, 0.1252)  0.232
H (2.8288, -1.2087, -0.9776)  0.360

Kohn-Sham gap ... 9.94 eV
SMILES ... CN/N=c1/cn[nH]o1
Net charge ... 0
HOMO ... -9.167 eV

=====

Which structure is most stable, and how do the rest compare? From most to least stable: #two, #three, #four, #one.

=====

#one
DFT (wB97M-V/def2-TZVPD) results for a single C3H6N4O molecule.

Each line ends with the natural charge from an NBO analysis.
Atoms and positions in Å:
C (1.0780, 1.3844, 0.3099)  -0.466
N (0.3695, 0.1312, -0.2036)  -0.298
C (1.3297, -0.9129, -0.2746)  0.750
O (2.5170, -0.5578, -0.4077)  -0.582
N (0.4699, -2.0403, 0.1062)  -0.497
C (-0.7431, -1.6159, 0.2372)  0.255
N (-0.7533, -0.1343, 0.4037)  -0.117
N (-1.8164, 0.4692, -0.5723)  -0.622
H (2.1027, 1.0399, 0.1860)  0.258
H (0.9081, 2.3698, -0.2672)  0.211
H (1.1105, 1.5883, 1.3599)  0.206
H (-1.8938, -2.0961, 0.3502)  0.234
H (-2.1827, -0.3156, -1.1998)  0.337
H (-2.4961, 0.6898, -0.0278)  0.330

Kohn-Sham gap ... 9.31 eV
SMILES ... Cn1c(=O)ncn1N
Net charge ... 0
HOMO ... -9.484 eV

=====

#two
DFT (wB97M-V/def2-TZVPD) results for a single C3H6N4O molecule.

Each line ends with the natural charge from an NBO analysis.
Atoms and positions in Å:
O (0.5392, 1.7124, 2.2480)  -0.531
N (-0.2793, 1.5461, 1.0558)  -0.352
C (-0.1164, 0.4913, 0.2019)  0.515
N (0.2001, -0.7228, 0.6744)  -0.539
C (0.0459, -1.8589, -0.1438)  -0.320
C (0.3043, -1.5340, -1.6348)  0.063
N (0.0239, -0.3285, -1.9378)  -0.276
N (-0.6846, 0.4854, -1.0166)  -0.469
H (0.5570, 0.7788, 2.7756)  0.473
H (-1.4258, 1.6684, 1.2621)  0.375
H (1.0175, -2.4459, 0.1184)  0.218
H (-0.9785, -2.4584, -0.0448)  0.217
H (0.9719, -2.1415, -2.4490)  0.224
H (-0.6787, 1.4480, -1.6168)  0.402

Kohn-Sham gap ... 9.48 eV
SMILES ... ONC1=NCC=NN1
Net charge ... 0
HOMO ... -8.807 eV

=====

#three
DFT (wB97M-V/def2-TZVPD) results for a single C3H6N4O molecule.

Each line ends with the natural charge from an NBO analysis.
Atoms and positions in Å:
H (2.9487, -1.0712, -0.2986)  0.351
N (2.6159, -0.1235, -0.3439)  -0.678
C (1.4246, -0.0913, 0.2059)  0.634
N (0.7387, 1.0893, 0.4282)  -0.487
N (-0.4742, 1.2547, -0.2531)  -0.429
C (-1.4544, 0.3680, 0.2842)  -0.316
C (-1.2795, -1.0701, -0.1102)  0.060
N (-0.2356, -1.7449, -0.1673)  -0.099
O (0.8488, -1.2309, 0.6305)  -0.424
H (1.3187, 1.8678, 0.2107)  0.390
H (-0.4558, 1.0874, -1.2341)  0.339
H (-1.3734, 0.4103, 1.3840)  0.238
H (-2.4860, 0.7511, -0.0600)  0.219
H (-2.1364, -1.4970, -0.6762)  0.203

Kohn-Sham gap ... 10.62 eV
SMILES ... [H]/N=C1/NNCC=NO1
Net charge ... 0
HOMO ... -9.813 eV

=====

Which structure is most stable, and how do the rest compare? From most to least stable: #three, #one, #two.

=====

#one
DFT (wB97M-V/def2-TZVPD) results for a single C4H10N2O molecule.

Each line ends with the natural charge from an NBO analysis.
Atoms and positions in Å:
C (-0.0577, -1.7191, 1.1783)  -0.430
N (-0.2351, -0.4253, 0.6216)  -0.448
C (0.4664, 0.6354, 1.0717)  0.519
O (1.2034, 0.6175, 2.0380)  -0.628
C (-1.0442, -0.3556, -0.6139)  -0.214
C (-0.2110, -0.0381, -1.8459)  -0.232
N (0.0388, 1.3980, -1.9849)  -0.834
H (0.3900, -2.4540, 0.5006)  0.189
H (0.6140, -1.6710, 2.0354)  0.247
H (-0.9570, -2.1641, 1.6192)  0.194
H (0.3709, 1.5799, 0.5289)  0.145
H (-1.8229, 0.3975, -0.4667)  0.197
H (-1.5474, -1.3112, -0.7203)  0.215
H (-0.7456, -0.4385, -2.7129)  0.169
H (0.7281, -0.5828, -1.7480)  0.198
H (0.5403, 1.6089, -2.8282)  0.364
H (-0.8719, 1.8540, -2.0562)  0.349

Kohn-Sham gap ... 9.95 eV
SMILES ... CN(C=O)CCN
Net charge ... 0
HOMO ... -9.096 eV

=====

#two
DFT (wB97M-V/def2-TZVPD) results for a single C4H10N2O molecule.

Each line ends with the natural charge from an NBO analysis.
Atoms and positions in Å:
H (-1.7230, -0.4710, -2.1396)  0.341
N (-1.2583, -0.5012, -1.1821)  -0.812
C (-0.0431, -0.0762, -1.3952)  0.711
N (0.4719, 0.0515, -2.6934)  -0.848
O (0.9495, 0.1655, -0.5393)  -0.513
C (0.6859, 0.1294, 0.9091)  0.088
C (-0.2865, 1.1906, 1.4553)  -0.651
C (0.1075, -1.1854, 1.3517)  -0.690
H (1.2463, 0.6561, -2.6214)  0.392
H (-0.1627, -0.0046, -3.5105)  0.398
H (1.6712, 0.4241, 1.3477)  0.191
H (-0.0959, 1.3575, 2.5817)  0.225
H (-1.3397, 0.6647, 1.2411)  0.237
H (-0.0587, 2.1106, 0.8341)  0.220
H (0.8095, -2.1540, 1.2617)  0.213
H (-0.1243, -1.1502, 2.4379)  0.218
H (-0.8495, -1.2073, 0.6613)  0.280

Kohn-Sham gap ... 10.19 eV
SMILES ... [H]/N=C(\N)OC(C)C
Net charge ... 0
HOMO ... -9.281 eV

=====

Which structure is most stable, and how do the rest compare? From most to least stable: #one, #two.

=====

#one
DFT (wB97M-V/def2-TZVPD) results for 2 unconnected molecules or ions with the total composition C3H11NOS2.

Each line ends with the natural charge from an NBO analysis.
Atoms and positions in Å:
C (2.7208, -1.3982, 0.3901)  -0.779
S (1.2188, -0.4970, 0.8910)  0.073
S (-0.4505, -1.1825, 0.1305)  0.084
C (-0.8723, -0.3759, -1.4679)  -0.545
C (-0.5882, 1.1268, -1.4530)  -0.240
N (-1.6996, 1.9638, -0.9852)  -0.827
H (3.3459, -0.8294, -0.3172)  0.223
H (3.2549, -1.6323, 1.3076)  0.232
H (2.5355, -2.1714, -0.3570)  0.241
H (-1.9296, -0.5852, -1.6600)  0.224
H (-0.3487, -0.8153, -2.3046)  0.212
H (-0.5445, 1.4111, -2.5298)  0.186
H (0.3071, 1.3694, -0.8880)  0.213
H (-2.5869, 1.4905, -1.1023)  0.345
H (-1.6331, 2.0828, 0.0230)  0.357
O (-1.2141, 0.1589, 3.2717)  -0.946
H (-0.9635, -0.7650, 3.2565)  0.474
H (-0.5519, 0.6490, 3.7946)  0.472

Kohn-Sham gap ... 9.37 eV
SMILES ... CSSCCN.O
Net charge ... 0
HOMO ... -8.722 eV

=====

#two
DFT (wB97M-V/def2-TZVPD) results for 2 unconnected molecules or ions with the total composition C3H11NOS2.

Each line ends with the natural charge from an NBO analysis.
Atoms and positions in Å:
N (-1.3482, 1.5493, -3.0897)  -0.858
C (-1.3601, 0.9314, -1.6551)  -0.227
C (-0.7781, 1.9144, -0.6496)  -0.437
C (-1.1359, 1.2916, 0.7083)  -0.474
S (-0.6808, -0.4995, 0.8884)  0.072
S (1.3083, -0.0992, 1.0075)  -0.168
H (-1.2905, 0.8511, -3.7507)  0.346
H (-0.5980, 2.1734, -3.3516)  0.351
H (-0.8738, -0.0898, -1.6628)  0.207
H (-2.4103, 0.8727, -1.5339)  0.193
H (-1.0586, 2.9249, -0.7478)  0.229
H (0.3803, 1.9380, -0.7028)  0.208
H (-2.2611, 1.0540, 0.7196)  0.202
H (-0.9551, 1.6437, 1.6204)  0.215
H (1.4700, -0.5407, 2.2936)  0.141
O (3.9611, -5.2748, 3.6127)  -0.972
H (3.0367, -5.5002, 3.3852)  0.487
H (4.5942, -5.1402, 2.9084)  0.485

Kohn-Sham gap ... 9.15 eV
SMILES ... NCCCSS.O
Net charge ... 0
HOMO ... -8.687 eV

=====

#three
DFT (wB97M-V/def2-TZVPD) results for 2 unconnected molecules or ions with the total composition C3H11NOS2.

Each line ends with the natural charge from an NBO analysis.
Atoms and positions in Å:
N (-2.0125, 3.1925, 0.7711)  -0.838
C (-0.8442, 2.3242, 0.6683)  -0.218
C (-1.2544, 0.8458, 0.7611)  -0.431
C (-0.4571, -0.0787, -0.1300)  -0.520
S (1.2044, -0.4085, 0.5315)  0.086
S (2.3782, -0.3101, -1.1528)  -0.130
H (-1.8300, 4.1003, 0.3659)  0.360
H (-2.2402, 3.3572, 1.7439)  0.352
H (-0.3795, 2.4934, -0.3128)  0.185
H (-0.0863, 2.5607, 1.4177)  0.176
H (-1.1949, 0.4943, 1.8019)  0.200
H (-2.3131, 0.7886, 0.5154)  0.228
H (-1.0147, -1.0014, -0.3009)  0.196
H (-0.2899, 0.3714, -1.1064)  0.228
H (2.3030, -1.6009, -1.5176)  0.125
O (-2.4117, -3.8537, -0.7124)  -0.935
H (-3.0487, -4.1114, -0.0396)  0.470
H (-2.0076, -3.0378, -0.3936)  0.466

Kohn-Sham gap ... 9.64 eV
SMILES ... NCCCSS.O
Net charge ... 0
HOMO ... -9.141 eV

=====

#four
DFT (wB97M-V/def2-TZVPD) results for 3 unconnected molecules or ions with the total composition C3H11NOS2.

Each line ends with the natural charge from an NBO analysis.
Atoms and positions in Å:
N (1.0930, 1.9825, 0.2603)  -0.752
C (0.4343, 1.0992, -0.6546)  -0.033
C (1.2186, -0.2123, -0.6123)  -0.650
C (-1.1062, 0.8372, -0.3143)  -0.606
S (-1.7945, -0.3356, -1.4279)  0.142
S (0.1655, -0.0710, 2.5368)  -0.357
H (0.6434, 2.8868, 0.3851)  0.363
H (0.9968, 1.5199, 1.1566)  0.371
H (0.4424, 1.4541, -1.6797)  0.213
H (1.1682, -0.7599, 0.3239)  0.253
H (2.2136, 0.0095, -0.9905)  0.227
H (0.7977, -0.9226, -1.3435)  0.226
H (-1.6726, 1.7648, -0.4072)  0.230
H (-1.1080, 0.4510, 0.7367)  0.277
H (-0.5916, -0.8091, 3.3720)  0.137
H (-1.1302, -2.2227, -0.7883)  0.462
H (-1.1540, -3.6883, -0.0987)  0.472
O (-0.6163, -2.9834, -0.4543)  -0.976

Kohn-Sham gap ... 4.53 eV
Net charge ... 0
HOMO ... -8.798 eV

=====

Which structure is most stable, and how do the rest compare? From most to least stable: #three, #one, #two, #four.